[1]
Here is a cluster of 5 separate species, C3H15NO5 in total from the Open Molecules 2025 dataset. Energies are from ωB97M-V/def2-TZVPD.

Each line ends with the Mulliken charge.
Positions of all 24 atoms, in Å:
C 1.914 -0.356 -0.872  -0.9070
H 0.375 0.351 3.556  0.2539
H -0.640 3.183 -1.548  0.3183
N -1.370 -1.527 -0.260  -0.3083
H -0.076 1.294 2.232  0.4565
H -0.163 2.341 0.260  0.4347
O 0.532 -2.096 1.865  -0.6649
O -0.649 2.266 1.118  -0.7596
H 2.876 -0.479 -1.341  0.3546
H 0.825 -1.316 -2.484  0.3241
H -0.192 1.703 -1.494  0.3511
H 1.445 -2.387 1.862  0.3094
H -2.311 -1.375 0.068  0.2598
H 0.524 -1.126 2.075  0.3981
H -1.338 1.611 0.897  0.3386
O 0.154 2.637 -1.503  -0.7417
C -0.643 -0.803 -1.121  0.4636
O -1.117 0.219 -1.649  -0.7719
O 0.121 0.404 2.637  -0.7178
H 0.922 -2.246 -0.906  0.3009
H 1.601 0.679 -0.832  0.1999
C 0.782 -1.291 -1.394  -0.2656
H 1.992 -0.556 0.194  0.1939
H -0.935 -2.189 0.381  0.1795

HOMO   -10.247 eV
LUMO energy   0.64 eV
Orbital gap   10.89 eV

=====

[2]
Here is a cluster of 5 separate species, C3H15O5 in total from the Open Molecules 2025 dataset. Energies are from ωB97M-V/def2-TZVPD.

Each line ends with the Mulliken charge.
Positions of all 23 atoms, in Å:
H 0.529 -1.858 1.960  0.3712
H 2.100 -1.512 -0.011  0.4020
C 1.355 0.117 1.946  -1.0677
O -2.029 1.657 1.726  -0.6762
C 0.496 -0.969 1.321  -0.2998
H -1.470 -1.758 -1.743  0.3306
H -1.035 1.462 -1.494  0.0987
H -0.535 -0.628 1.223  0.3086
H 0.978 1.101 1.653  0.1564
H -0.103 -0.167 -0.862  0.3586
H 2.386 0.088 1.577  0.3612
O -1.218 0.957 -0.699  -1.0568
H 0.870 -2.603 -0.073  0.3008
C 0.994 -1.506 -0.034  -0.6454
H 2.064 0.638 -1.159  0.3659
H -1.814 1.525 0.763  0.3996
O 0.568 -0.846 -1.203  -0.6477
H 1.389 0.019 3.029  0.3508
H -2.639 2.392 1.786  0.2727
O 2.777 1.264 -0.943  -0.6959
H -2.195 -0.528 -1.398  0.4207
H 2.423 1.768 -0.196  0.3125
O -2.355 -1.394 -1.828  -0.7208

HOMO   -5.244 eV
LUMO energy   3.78 eV
Orbital gap   9.03 eV
Net charge   -1

=====

[3]
Here is a cluster of 4 separate species, C3H16NO3 in total from the Open Molecules 2025 dataset. Energies are from ωB97M-V/def2-TZVPD.

Each line ends with the Mulliken charge.
Positions of all 23 atoms, in Å:
H -0.669 1.494 -1.146  0.3613
H 2.475 0.374 -0.251  0.3431
O -1.073 2.580 1.784  -0.5373
H -0.893 2.779 2.651  0.2677
H 1.855 -2.509 0.732  0.3000
H -2.866 -0.912 1.634  0.2825
H -0.370 -0.166 0.532  0.2625
H 0.034 -0.720 -0.982  0.3187
O -2.056 -0.580 1.456  -0.6338
N 0.361 -0.075 -0.182  0.0742
H 0.977 1.564 -1.519  0.4013
H 0.555 2.061 0.213  0.4183
O -0.622 -1.293 -2.580  -0.6768
H 1.668 -2.097 -1.005  0.1913
H -1.838 3.026 1.536  0.2903
C 2.161 -1.801 -0.097  -0.9846
C 0.238 1.429 -0.705  -1.0285
C 1.821 -0.372 0.246  -0.1277
H -1.060 -1.169 -3.417  0.2923
H -2.119 0.367 1.474  0.2895
H -0.607 -2.269 -2.367  0.3245
H 3.296 -2.128 -0.244  0.3170
H 1.716 -0.366 1.484  0.2542

HOMO   -15.518 eV
LUMO energy   -2.66 eV
Orbital gap   12.86 eV
Net charge   +1

=====

[4]
Here is a cluster of 5 separate species, C3H16NO4 in total from the Open Molecules 2025 dataset. Energies are from ωB97M-V/def2-TZVPD.

Each line ends with the Mulliken charge.
Positions of all 24 atoms, in Å:
H 0.307 4.169 1.681  0.3173
H -1.342 3.162 0.582  0.2910
C 0.436 0.408 -2.153  -0.8157
H -1.050 -0.897 0.419  0.3863
O 1.121 3.760 1.565  -0.6644
N -0.178 -0.374 0.207  -0.0101
O -0.720 2.481 0.759  -0.7853
C 0.408 -2.013 -1.758  -1.2308
H 0.684 1.413 -1.825  0.2434
H 0.945 -2.722 -1.115  0.3222
H 1.734 4.494 1.301  0.3422
H -0.602 -2.495 -1.957  0.2525
O -2.769 -1.994 0.228  -0.6450
H -3.642 -1.705 0.555  0.2978
C 0.243 -0.580 -1.264  0.7267
H 1.858 -1.103 2.781  0.3135
H 0.189 2.847 0.690  0.4653
H 1.035 -2.084 -2.766  0.3506
H 0.367 0.177 -3.234  0.2717
H 0.535 -0.689 0.883  0.4092
O 1.677 -1.529 1.893  -0.6532
H -0.399 0.611 0.454  0.2119
H 2.039 -2.397 1.959  0.2915
H -2.879 -2.942 0.117  0.3113

HOMO   -13.275 eV
LUMO energy   -2.60 eV
Orbital gap   10.67 eV
Net charge   +1

=====

[5]
Here is an isolated molecule of C3H16Si5 from the Open Molecules 2025 dataset. Energies are from ωB97M-V/def2-TZVPD.

Each line ends with the Mulliken charge.
Positions of all 24 atoms, in Å:
C 0.525 -1.646 -1.366  -0.8640
H -0.588 -2.042 -1.282  0.2474
H 2.828 0.310 1.622  0.3084
H 0.582 3.908 -0.014  -0.0801
H -3.141 2.508 1.507  -0.0937
C 1.395 -2.478 1.693  -1.2079
H -2.198 1.142 -2.432  -0.0887
H -2.921 3.220 -2.010  -0.2193
Si -0.824 0.127 1.497  0.3238
H 0.280 3.421 -2.366  -0.1057
H 1.164 -2.388 -1.828  0.3469
H 2.459 -2.466 1.862  0.3518
H 1.825 1.121 0.318  0.2096
H -1.129 -0.486 2.716  -0.1842
C 2.280 0.213 0.634  -0.9596
Si -2.701 1.195 0.772  0.1572
H -4.031 0.486 0.899  -0.1315
H 2.978 -0.307 -0.056  0.2725
Si 0.838 -1.091 0.484  0.2752
H 1.040 -2.303 2.710  0.3497
Si -0.236 3.092 -1.087  0.1463
H 0.989 -3.533 1.687  0.3524
Si -2.271 2.234 -1.304  0.3495
H 0.416 -0.673 -1.884  0.2440

HOMO (alpha / beta)   -7.308 / -7.639 eV
LUMO energy (alpha / beta)   -1.30 / -0.91 eV
Orbital gap (alpha / beta)   6.01 / 6.73 eV

=====

[6]
Here is a structure of composition C3H17FeN4O6 from the Open Molecules 2025 dataset. Energies are from ωB97M-V/def2-TZVPD.

Each line ends with the Mulliken charge.
Positions of all 31 atoms, in Å:
O 1.527 -1.022 -2.252  -0.5688
H 1.972 -1.866 -2.332  0.3004
H -2.619 -0.747 2.010  0.2785
H 3.773 0.574 4.184  0.2709
H 1.379 -3.451 1.487  0.2967
H -0.455 4.762 -1.531  0.2727
H 4.659 -0.355 3.192  0.2731
N 0.259 4.725 -0.817  -0.3782
H 4.303 1.397 2.747  0.2236
H -1.770 -0.004 3.020  0.2870
C 0.793 3.605 -0.507  0.5228
O 2.698 0.228 2.479  -0.2708
C 3.921 0.444 3.112  -0.5251
O -1.756 -0.349 2.127  -0.5297
H -4.569 -0.576 -1.932  0.2455
C -3.313 -2.024 -1.629  0.6357
H -4.071 -3.800 -2.032  0.1673
N -3.265 -3.248 -1.777  -0.3389
H 1.181 -0.849 -3.128  0.2984
N -4.513 -1.584 -1.963  -0.4601
H -2.377 -3.713 -1.653  0.2095
Fe 0.415 -0.515 0.357  0.9477
O -2.345 -1.314 -1.362  -0.6367
H 0.832 5.556 -0.851  0.2086
H 2.488 2.950 0.573  0.1398
O 0.274 2.523 -0.428  -0.5948
O 0.687 -3.258 0.855  -0.5547
H 0.355 -4.116 0.593  0.2796
H 2.608 4.508 -0.095  0.1620
N 2.026 3.702 0.083  -0.3471
H -5.097 -2.184 -2.529  0.1851

Expectation value of S²   6.013
HOMO (alpha / beta)   -11.836 / -10.025 eV
Multiplicity   5
LUMO energy (alpha / beta)   -2.82 / -4.47 eV
Orbital gap (alpha / beta)   9.01 / 5.56 eV
Net charge   +1

=====

[7]
Here is a structure of composition C3H17MgO6 from the Open Molecules 2025 dataset. Energies are from ωB97M-V/def2-TZVPD.

Each line ends with the Mulliken charge.
Positions of all 27 atoms, in Å:
C -1.262 -0.747 2.082  -1.1120
H 1.894 1.932 1.054  0.2651
O 0.446 1.852 -1.540  -0.4823
C -2.944 0.543 0.813  -1.4597
H -2.649 1.402 1.427  0.3031
H -3.869 0.152 1.257  0.4013
H 0.232 -0.337 -3.256  0.2573
O 1.510 1.049 1.074  -0.5006
H -3.206 0.896 -0.183  0.3540
O 2.854 0.387 -1.251  -0.3847
H -1.915 -0.430 2.903  0.4027
H 2.313 -2.283 -0.209  0.2630
O 0.659 -0.859 -2.572  -0.3633
H -0.384 2.180 -1.168  0.2827
H 0.483 2.192 -2.439  0.2801
Mg 0.904 -0.013 -0.685  0.8851
H 3.780 0.170 -1.110  0.2757
H -2.409 -1.465 0.456  0.1747
H 1.229 -2.230 0.882  0.2820
H 1.625 0.739 1.977  0.2474
O -0.961 -0.294 -0.276  -0.4120
H 0.618 -1.767 -2.884  0.2595
O 1.496 -1.840 0.043  -0.5012
H -0.340 -0.177 2.159  -0.0009
H -1.070 -1.808 2.272  0.2299
C -1.893 -0.537 0.755  0.7684
H 2.860 1.294 -1.581  0.2848

HOMO   -10.790 eV
LUMO energy   -3.53 eV
Orbital gap   7.26 eV
Net charge   +1

=====

[8]
Here is a cluster of 5 separate species, C3H17N2O5 in total from the Open Molecules 2025 dataset. Energies are from ωB97M-V/def2-TZVPD.

Each line ends with the Mulliken charge.
Positions of all 27 atoms, in Å:
H 0.061 3.126 -2.149  0.3108
H 0.444 -0.895 1.206  0.4227
N 1.128 2.364 -0.533  -0.1198
C -0.517 0.704 0.202  -0.9603
C 0.138 3.290 -1.073  -0.8624
O 1.826 0.570 0.626  -0.6586
H 0.445 4.300 -0.842  0.3319
O -3.622 -1.464 -1.435  -0.6385
N -0.343 -0.729 0.568  -0.2581
H 1.123 -2.772 -2.775  0.2894
C 0.923 1.209 0.109  0.6545
H 2.310 -3.204 -2.007  0.2996
H -3.778 -0.941 -2.229  0.3229
H -1.013 1.190 1.042  0.5014
O 1.559 -2.609 -1.940  -0.6001
H 2.075 2.705 -0.481  0.2930
H -1.203 -1.079 0.988  0.3498
H -4.479 -1.459 -0.997  0.3256
H -0.872 3.055 -0.749  0.3171
H -1.093 0.790 -0.713  0.4112
H 1.510 -2.578 -0.020  0.3009
H -0.627 1.653 3.533  0.2828
H -0.190 -1.361 -0.222  0.2684
H -2.082 1.365 3.543  0.2994
O -1.339 1.407 2.928  -0.6062
H 1.994 -3.602 0.931  0.3310
O 1.162 -3.268 0.571  -0.6082

HOMO   -13.364 eV
LUMO energy   -2.69 eV
Orbital gap   10.68 eV
Net charge   +1

=====

Total energy (eV)
-15083.004; -13593.421; -10995.977; -13043.789; -42753.348; -56010.079; -21114.304; -16598.950
Relative energy (zero: lowest compared OMol25 entry of this formula, charge and spin) (kJ/mol)
0.0; 41.5; 182.2; 130.1; 188.4; 639.5; 13.6; 53.8
Maximum force (hartree/bohr)
0.0369; 0.0323; 0.1062; 0.0786; 0.0684; 0.1826; 0.0419; 0.0283